1.
C6H15BrN2O5S | ωB97M-V/def2-TZVPD

Last column: Mulliken charge in e.
Element x y z (Å)
O1 1.251 -1.326 2.093  -0.518
C1 1.806 -1.559 0.799  -0.914
C2 1.365 -0.489 -0.266  -0.322
C3 1.214 0.930 0.303  -0.733
N1 -0.117 1.583 0.030  0.027
S1 0.137 3.358 0.200  -0.041
Br1 -0.659 1.404 -1.785  0.206
C4 -1.206 1.223 1.017  -0.718
C5 -1.808 -0.187 0.874  -0.200
C6 -3.098 -0.254 -0.011  -0.855
O2 -3.933 0.876 0.138  -0.530
H1 1.841 -0.721 2.527  0.358
H2 2.893 -1.704 0.794  0.325
H3 1.379 -2.506 0.449  0.325
H4 0.482 -0.903 -0.762  0.543
H5 2.185 -0.467 -0.997  0.436
H6 1.399 1.022 1.383  0.482
H7 1.975 1.565 -0.167  0.287
H8 0.579 3.469 1.492  0.194
H9 -1.949 2.026 0.980  0.572
H10 -0.742 1.304 2.011  0.424
H11 -2.125 -0.481 1.886  0.406
H12 -1.108 -0.960 0.543  0.083
H13 -3.659 -1.154 0.265  0.425
H14 -2.766 -0.419 -1.048  0.328
H15 -3.676 1.479 -0.555  0.343
N2 2.091 -1.789 -3.065  0.967
O3 0.948 -1.584 -3.534  -0.645
O4 3.039 -1.039 -3.375  -0.636
O5 2.263 -2.699 -2.221  -0.619

## Properties
**LUMO level**: -2.422 eV
**2S+1**: 1
**HOMO-LUMO gap**: 4.86 eV



2.
C12H15F3O12 | ωB97M-V/def2-TZVPD

Last column: Mulliken charge in e.
Element x y z (Å)
C1 1.616 2.451 -1.669  -0.402
C2 1.670 3.970 -1.388  0.333
O1 1.030 4.036 -0.148  -0.338
C3 0.191 2.974 0.021  0.644
O2 -0.688 2.932 0.807  -0.539
O3 0.565 2.013 -0.840  -0.269
F1 0.905 4.640 -2.306  -0.301
H1 2.509 1.965 -1.265  0.219
H2 1.418 2.155 -2.694  0.307
H3 2.711 4.284 -1.440  0.323
C4 1.524 -2.739 -3.983  -0.048
C5 0.379 -1.835 -4.382  0.343
O4 0.679 -1.571 -5.734  -0.328
C6 2.002 -1.805 -5.969  0.614
O5 2.600 -1.457 -6.921  -0.478
O6 2.583 -2.335 -4.863  -0.358
F2 0.315 -0.656 -3.707  -0.237
H4 1.350 -3.794 -4.192  0.357
H5 1.896 -2.597 -2.973  -0.201
H6 -0.580 -2.338 -4.249  0.293
C7 2.478 -2.716 0.066  -0.123
C8 2.669 -1.252 0.131  0.326
O7 2.135 -0.875 1.356  -0.309
C9 1.341 -1.863 1.829  0.589
O8 0.756 -1.840 2.856  -0.474
O9 1.454 -2.985 1.019  -0.335
F3 1.821 -0.704 -0.858  -0.248
H7 3.371 -3.270 0.381  0.304
H8 2.225 -3.055 -0.934  0.003
H9 3.683 -0.877 0.017  0.315
C10 -5.383 -0.611 4.099  -0.572
O10 -4.969 0.091 5.270  -0.332
C11 -4.155 1.157 5.201  0.776
O11 -4.033 1.886 6.137  -0.540
O12 -3.573 1.248 4.010  -0.311
C12 -2.261 1.790 3.994  -0.588
H10 -5.951 0.041 3.433  0.285
H11 -6.062 -1.365 4.485  0.232
H12 -4.534 -1.022 3.558  0.267
H13 -2.182 2.792 4.421  0.301
H14 -1.962 2.012 2.968  0.187
H15 -1.539 1.122 4.455  0.315

## Properties
**LUMO level**: 0.001 eV
**2S+1**: 1
**Energy relative to the best compared isomer or geometry (same formula, charge and spin)**: 0.0 kcal/mol
**HOMO-LUMO gap**: 10.46 eV
**SMILES**: O=C1OC[C@@H](F)O1.O=C1OC[C@@H](F)O1.O=C1OC[C@@H](F)O1.COC(=O)OC



3.
C5H10O | ωB97M-V/def2-TZVPD

Last column: Mulliken charge in e.
Element x y z (Å)
C1 -0.935 0.038 -1.366  -1.621
C2 -0.063 -0.061 -0.129  1.340
C3 1.127 -0.982 -0.351  -1.604
C4 0.273 1.242 0.607  -0.681
C5 0.152 0.569 1.977  -0.380
O1 -0.932 -0.577 0.985  -0.531
H1 -1.155 -0.958 -1.773  0.360
H2 -1.885 0.529 -1.139  0.412
H3 -0.414 0.615 -2.137  0.353
H4 1.887 -0.830 0.416  0.438
H5 1.556 -0.791 -1.337  0.372
H6 0.816 -2.033 -0.334  0.396
H7 1.273 1.657 0.415  0.282
H8 -0.478 2.006 0.357  0.289
H9 -0.670 1.009 2.553  0.163
H10 -0.595 -1.426 1.295  0.412

## Properties
**LUMO level**: 0.839 eV
**2S+1**: 1
**Energy relative to the best compared isomer or geometry (same formula, charge and spin)**: 95.8 kcal/mol
**HOMO-LUMO gap**: 8.48 eV



4.
C26H50BBrFN2O11P2 | ωB97M-V/def2-TZVPD

Last column: Mulliken charge in e.
Element x y z (Å)
C1 2.408 0.509 3.328  -0.996
C2 2.804 1.998 3.216  -0.655
C3 1.664 2.954 2.761  -0.069
Br1 2.472 4.783 2.995  -0.258
B1 1.057 2.673 1.262  0.861
C4 -0.132 1.543 1.301  0.102
C5 -1.588 2.090 1.387  0.333
C6 -1.942 2.887 2.678  -0.682
C7 -3.116 3.874 2.324  -1.039
C8 -4.482 3.419 2.889  -1.384
C9 -4.840 1.962 2.526  -0.285
C10 -5.190 1.876 1.016  -0.600
C11 -4.936 0.494 0.349  -0.720
C12 -4.961 -0.702 1.301  -0.298
O1 -5.265 -1.918 0.629  -0.460
C13 -5.268 -2.955 1.596  -0.738
C14 0.416 3.973 0.504  -0.227
O2 -0.157 4.909 1.019  -0.650
N1 0.451 4.004 -0.990  -0.152
C15 -0.579 4.867 -1.429  0.560
O3 -0.467 6.020 -1.698  -0.515
F1 -1.839 4.303 -1.522  -0.225
C16 2.337 2.188 0.324  0.050
C17 3.300 3.150 -0.064  -1.177
C18 4.386 2.748 -0.841  -0.529
C19 4.488 1.382 -1.164  -0.809
C20 3.494 0.543 -0.707  -0.737
N2 2.424 0.885 0.011  0.498
H1 1.777 0.392 4.227  0.260
H2 1.927 0.086 2.443  0.019
H3 3.321 -0.072 3.549  0.373
H4 3.741 2.160 2.660  0.249
H5 3.050 2.323 4.246  0.575
H6 0.909 2.903 3.562  0.672
H7 -0.122 0.892 0.405  -0.829
H8 -0.033 0.842 2.151  0.308
H9 -2.231 1.182 1.430  -0.132
H10 -1.916 2.597 0.464  0.279
H11 -2.312 2.151 3.406  0.781
H12 -1.133 3.519 3.054  0.002
H13 -2.880 4.840 2.805  0.475
H14 -3.163 4.096 1.250  0.357
H15 -5.252 4.060 2.414  0.391
H16 -4.573 3.635 3.967  0.332
H17 -5.764 1.718 3.083  0.500
H18 -4.071 1.252 2.855  0.310
H19 -6.224 2.234 0.885  0.424
H20 -4.566 2.616 0.489  0.210
H21 -4.010 0.562 -0.238  0.163
H22 -5.749 0.334 -0.384  0.449
H23 -3.938 -0.806 1.724  0.258
H24 -5.622 -0.550 2.176  0.407
H25 -5.333 -3.929 1.099  0.311
H26 -4.367 -2.922 2.237  0.278
H27 -6.123 -2.805 2.284  0.326
H28 0.269 3.072 -1.361  0.248
H29 3.228 4.203 0.195  0.343
H30 5.142 3.449 -1.196  0.412
H31 5.326 0.988 -1.741  0.489
H32 3.595 -0.521 -0.964  0.543
C21 3.103 -0.473 -4.160  -0.551
O4 4.102 -1.401 -3.735  -0.235
P1 4.416 -2.710 -4.717  1.079
O5 4.857 -1.980 -5.948  -0.665
O6 2.846 -3.153 -4.802  -0.374
C22 2.229 -3.708 -3.639  -0.771
O7 4.871 -4.262 -5.143  -0.349
C23 5.999 -4.432 -5.992  -0.645
H33 3.486 0.532 -3.987  0.263
H34 2.848 -0.584 -5.211  0.442
H35 2.207 -0.617 -3.553  0.098
H36 1.222 -3.299 -3.556  0.226
H37 2.782 -3.464 -2.728  0.360
H38 2.165 -4.793 -3.743  0.398
H39 6.827 -3.792 -5.692  0.316
H40 5.716 -4.227 -7.023  0.257
H41 6.316 -5.473 -5.919  0.236
C24 0.320 -5.743 1.201  -0.684
O8 0.340 -5.168 -0.098  -0.463
P2 0.117 -3.508 -0.210  0.948
O9 1.297 -3.071 0.601  -0.619
O10 -1.255 -3.545 0.678  -0.215
C25 -2.434 -4.118 0.104  -0.788
O11 -0.338 -2.038 -0.848  -0.361
C26 0.669 -1.050 -1.087  0.446
H42 1.143 -6.455 1.261  0.247
H43 0.431 -5.002 1.990  0.317
H44 -0.622 -6.279 1.342  0.252
H45 -2.937 -4.706 0.871  0.231
H46 -2.197 -4.772 -0.739  0.419
H47 -3.102 -3.322 -0.229  0.263
H48 1.553 -1.483 -1.553  -0.271
H49 0.937 -0.561 -0.152  -0.186
H50 0.247 -0.301 -1.759  0.396

## Properties
**LUMO level**: 0.172 eV
**2S+1**: 1
**HOMO-LUMO gap**: 5.97 eV
**Net charge**: -1



5.
C4H12N2O2 | ωB97M-V/def2-TZVPD

Last column: Mulliken charge in e.
Element x y z (Å)
C1 1.119 -0.414 -0.597  0.080
C2 -1.314 0.314 0.046  0.382
C3 1.938 0.356 0.457  -0.911
C4 -2.644 -0.186 -0.496  -1.519
N1 -0.228 -0.791 -0.087  -0.206
N2 1.447 1.638 0.912  -0.625
O1 1.784 -1.586 -1.011  -0.564
O2 -1.237 0.417 1.411  -0.817
H1 2.159 -2.024 -0.236  0.354
H2 -0.462 -0.636 1.157  0.492
H3 -0.543 -1.619 -0.588  0.263
H4 0.993 0.190 -1.500  0.332
H5 -0.974 1.207 -0.504  0.238
H6 1.405 2.317 0.163  0.259
H7 0.529 1.549 1.347  0.344
H8 2.938 0.478 0.032  0.354
H9 2.039 -0.301 1.330  0.451
H10 -3.412 0.543 -0.242  0.379
H11 -2.622 -0.323 -1.580  0.363
H12 -2.915 -1.129 -0.015  0.351

## Properties
**LUMO level**: 0.699 eV
**2S+1**: 1
**Energy relative to the best compared isomer or geometry (same formula, charge and spin)**: 72.3 kcal/mol
**HOMO-LUMO gap**: 9.81 eV
**SMILES**: C[C@@H]([O-])[NH2+][C@H](O)CN



6.
C34H38F6N10PSV | ωB97M-V/def2-TZVPD

Last column: Löwdin spin population.
Element x y z (Å)
V1 0.452 -0.033 0.348  1.201
C1 0.617 4.106 -1.218  -0.001
C2 0.115 3.046 -0.462  0.003
N1 0.912 2.055 -0.089  -0.006
C3 2.212 2.122 -0.463  0.004
C4 2.662 3.116 -1.300  -0.001
N2 1.861 4.118 -1.668  0.005
C5 3.050 1.112 0.204  0.001
C6 4.404 1.166 0.391  -0.002
C7 5.020 0.281 1.296  0.003
C8 4.192 -0.568 2.065  0.000
C9 2.843 -0.555 1.860  0.001
N3 2.299 0.209 0.880  -0.024
C10 1.789 -1.040 2.765  0.002
C11 1.999 -1.763 3.919  -0.002
N4 1.031 -1.954 4.814  0.005
C12 -0.142 -1.397 4.559  -0.002
C13 -0.396 -0.715 3.370  0.004
N5 0.558 -0.556 2.453  -0.020
C14 6.465 0.314 1.528  0.000
C15 7.164 1.517 1.465  0.000
C16 8.525 1.499 1.738  0.000
N6 9.199 0.385 2.034  0.000
C17 8.521 -0.765 2.070  0.000
C18 7.156 -0.852 1.843  0.000
H1 -0.016 4.945 -1.482  0.000
H2 -0.923 2.991 -0.173  0.000
H3 3.674 3.120 -1.687  0.000
H4 4.996 1.898 -0.141  0.000
H5 4.621 -1.162 2.860  0.000
H6 2.970 -2.192 4.139  0.000
H7 -0.919 -1.496 5.307  0.000
H8 -1.380 -0.312 3.183  0.000
H9 6.667 2.456 1.252  0.000
H10 9.099 2.417 1.721  0.000
H11 9.097 -1.653 2.296  0.000
H12 6.662 -1.817 1.867  0.000
F1 -0.611 0.074 -1.260  -0.010
P1 0.273 -0.078 -2.910  0.000
F2 0.048 -1.621 -2.721  -0.001
F3 1.173 -0.208 -4.155  0.000
F4 0.431 1.490 -2.801  0.000
F5 1.545 -0.198 -1.798  0.002
F6 -1.126 0.084 -3.589  -0.001
C19 -4.964 -1.441 -3.830  0.000
C20 -5.572 -1.356 -2.429  0.000
C21 -4.654 -1.868 -1.315  0.000
C22 -3.277 -1.213 -1.287  0.000
N7 -3.408 0.251 -1.185  -0.007
C23 -2.952 1.079 -0.271  -0.009
S1 -1.922 0.519 1.066  -0.093
N8 -3.324 2.352 -0.300  -0.007
C24 -3.271 3.349 0.799  0.000
C25 -4.595 3.430 1.559  -0.001
C26 -5.699 4.213 0.848  0.000
C27 -6.217 3.582 -0.447  0.000
H13 -5.669 -1.081 -4.577  0.000
H14 -4.710 -2.472 -4.084  0.000
H15 -4.051 -0.845 -3.938  0.000
H16 -6.485 -1.949 -2.398  0.000
H17 -5.900 -0.332 -2.215  0.000
H18 -4.490 -2.941 -1.451  0.000
H19 -5.138 -1.733 -0.345  0.000
H20 -2.721 -1.441 -2.193  0.000
H21 -2.703 -1.553 -0.433  0.000
H22 -4.009 0.650 -1.899  0.000
H23 -4.012 2.583 -1.009  0.000
H24 -3.037 4.313 0.344  0.000
H25 -2.460 3.073 1.467  0.000
H26 -4.388 3.903 2.522  0.000
H27 -4.935 2.410 1.773  0.000
H28 -5.349 5.228 0.647  0.000
H29 -6.530 4.315 1.545  0.000
H30 -5.520 3.703 -1.288  0.000
H31 -7.136 4.067 -0.771  0.000
H32 -6.441 2.518 -0.316  0.000
N9 -0.672 -4.032 0.291  -0.005
C28 -0.739 -2.775 0.680  -0.003
N10 0.331 -2.076 0.270  -0.017
C29 1.164 -3.000 -0.409  0.001
C30 2.431 -2.864 -0.968  -0.006
C31 2.984 -3.986 -1.549  0.000
C32 2.309 -5.218 -1.575  -0.004
C33 1.068 -5.369 -0.992  -0.004
C34 0.530 -4.234 -0.401  -0.001
H33 -1.357 -4.744 0.508  0.000
H34 -1.560 -2.377 1.253  0.000
H35 2.967 -1.927 -0.963  0.000
H36 3.963 -3.916 -2.003  0.000
H37 2.777 -6.068 -2.053  0.000
H38 0.549 -6.319 -0.990  0.000

## Properties
**LUMO level (spin up / spin down)**: -11.744 / -10.875 eV
**2S+1**: 2
**Energy relative to the best compared isomer or geometry (same formula, charge and spin)**: 25.7 kcal/mol
**HOMO-LUMO gap (spin up / spin down)**: 4.47 / 5.34 eV
**Net charge**: +3



7.
C2H6N2S | ωB97M-V/def2-TZVPD

Last column: Mulliken charge in e.
Element x y z (Å)
C1 0.911 -1.079 1.709  -0.733
C2 0.394 0.046 -0.955  -0.230
H1 1.793 -1.469 1.384  0.301
H2 0.836 -0.641 2.719  0.255
H3 0.157 -1.886 1.446  0.277
H4 0.913 -0.791 -1.321  0.412
H5 -2.064 1.668 -2.102  0.263
H6 -1.889 1.371 -0.539  0.230
N1 -0.377 0.705 -1.847  -0.277
N2 -1.359 1.633 -1.331  -0.443
S1 0.687 0.443 0.838  -0.055

## Properties
**LUMO level**: 0.694 eV
**2S+1**: 1
**Energy relative to the best compared isomer or geometry (same formula, charge and spin)**: 55.8 kcal/mol
**HOMO-LUMO gap**: 9.08 eV
**SMILES**: CS/C=N\N



8.
C7H15N2O | ωB97M-V/def2-TZVPD

Last column: Mulliken charge in e.
Element x y z (Å)
C1 1.929 1.140 -0.910  -0.864
C2 1.228 0.033 -0.695  0.538
C3 -1.882 -0.241 0.638  -0.444
C4 -2.006 -1.469 -0.205  -0.644
C5 -0.444 0.112 -1.159  -0.747
C6 -0.708 2.009 0.482  -0.833
C7 2.136 -0.829 1.258  -0.669
N1 -1.316 0.814 -0.201  -0.049
N2 -0.851 -1.296 -1.161  -0.011
O1 1.578 -1.006 0.004  -0.413
H1 2.952 1.199 -0.678  0.288
H2 1.669 2.032 -1.418  0.323
H3 -2.927 -0.013 0.791  0.377
H4 -1.201 -0.350 1.544  0.326
H5 -1.842 -2.421 0.466  0.299
H6 -2.883 -1.515 -0.759  0.428
H7 -0.423 0.589 -2.073  0.487
H8 -1.570 2.471 1.049  0.317
H9 0.128 1.587 1.107  0.281
H10 -0.249 2.540 -0.239  0.332
H11 1.678 0.005 1.789  0.307
H12 3.206 -0.595 1.220  0.302
H13 1.864 -1.793 1.849  0.255
H14 -0.027 -1.773 -0.715  0.440
H15 -1.189 -1.815 -2.021  0.374

## Properties
**LUMO level**: -3.101 eV
**2S+1**: 1
**Energy relative to the best compared isomer or geometry (same formula, charge and spin)**: 101.7 kcal/mol
**HOMO-LUMO gap**: 9.58 eV
**SMILES**: C=C(OC)[C@H]1[NH2+]CCN1C
**Net charge**: +1



E values (in Eh) by entry order: -3695.233139 -1668.764598 -271.599880 -5339.314611 -419.533325 -4148.097049 -587.415034 -460.110928.